No. 1
Entry from the OMol25 dataset: a molecular structure, C61H88CsN7O5S2 (ωB97M-V/def2-TZVPD).

Properties
Maximum force ... 3.587 eV/Å
Total charge ... -2
Relative energy (zero: lowest compared OMol25 entry of this formula, charge and spin) ... 0.063 eV

Structure (XYZ):
```
164
C61H88CsN7O5S2 | the OMol25 dataset | ωB97M-V/def2-TZVPD
Cs 0.512 -0.893 0.309
C -0.801 2.076 3.493
N -1.005 2.374 2.098
C -2.387 2.225 1.701
C -0.478 3.674 1.732
C 1.042 3.668 1.519
N 1.427 2.822 0.415
C 2.744 2.187 0.536
C 3.280 1.942 1.917
C 4.191 2.843 2.426
C 4.833 2.649 3.639
C 4.514 1.480 4.334
C 3.608 0.548 3.884
C 2.925 0.751 2.627
O 2.077 -0.060 2.152
C 3.328 -0.725 4.677
C 3.665 -1.937 3.798
C 1.844 -0.768 5.058
C 4.146 -0.846 5.971
C 5.865 3.614 4.206
C 5.410 4.099 5.589
C 6.068 4.843 3.315
C 7.221 2.903 4.338
C 1.373 3.459 -0.895
C 0.068 4.059 -1.333
C -0.205 5.381 -1.075
C -1.374 6.002 -1.507
C -2.247 5.234 -2.278
C -2.009 3.919 -2.617
C -0.820 3.248 -2.131
O -0.530 2.061 -2.414
C -2.959 3.146 -3.525
C -4.111 4.000 -4.074
C -2.165 2.595 -4.721
C -3.557 1.976 -2.734
C -1.631 7.453 -1.128
C -0.531 8.349 -1.720
C -2.977 7.972 -1.637
C -1.632 7.574 0.404
H -1.276 2.826 4.161
H 0.267 2.053 3.703
H -1.217 1.095 3.724
H -3.054 2.969 2.182
H -2.738 1.227 1.963
H -2.463 2.336 0.621
H -0.728 4.437 2.502
H -0.949 3.972 0.797
H 1.527 3.287 2.419
H 1.375 4.716 1.387
H 3.494 2.808 0.007
H 2.682 1.231 0.011
H 4.391 3.720 1.826
H 5.021 1.304 5.273
H 3.093 -1.877 2.878
H 3.419 -2.868 4.310
H 4.726 -1.939 3.553
H 1.245 -0.688 4.156
H 1.597 0.062 5.720
H 1.604 -1.704 5.565
H 5.215 -0.860 5.765
H 3.886 -1.782 6.466
H 3.928 -0.031 6.660
H 4.453 4.611 5.504
H 6.140 4.787 6.017
H 5.283 3.262 6.269
H 5.135 5.387 3.193
H 6.433 4.550 2.334
H 6.800 5.516 3.764
H 7.149 2.053 5.011
H 7.981 3.585 4.723
H 7.543 2.537 3.366
H 1.629 2.683 -1.623
H 2.143 4.264 -0.950
H 0.521 5.952 -0.506
H -3.143 5.702 -2.650
H -3.735 4.848 -4.644
H -4.755 4.370 -3.278
H -4.721 3.391 -4.740
H -1.713 3.415 -5.282
H -2.804 2.021 -5.393
H -1.382 1.941 -4.345
H -4.173 2.346 -1.914
H -2.759 1.364 -2.323
H -4.170 1.345 -3.378
H -0.528 8.265 -2.804
H 0.450 8.056 -1.358
H -0.695 9.394 -1.456
H -3.016 7.950 -2.723
H -3.123 9.003 -1.313
H -3.793 7.372 -1.243
H -0.678 7.267 0.822
H -2.401 6.929 0.822
H -1.831 8.601 0.713
S -4.702 -0.881 -0.293
C -5.237 -1.791 -1.583
N -6.556 -2.181 -1.644
C -7.045 -2.865 -2.810
C -5.993 -3.871 -3.262
N -4.772 -3.157 -3.524
C -3.856 -3.787 -4.451
C -3.509 -5.182 -4.013
C -3.960 -6.285 -4.726
C -3.693 -7.567 -4.281
C -2.972 -7.757 -3.114
C -2.507 -6.664 -2.401
C -2.772 -5.385 -2.852
C -4.334 -2.222 -2.612
S -2.825 -1.542 -2.776
C -7.543 -1.610 -0.757
C -8.250 -0.434 -1.378
C -9.608 -0.466 -1.664
C -10.226 0.611 -2.279
C -9.489 1.737 -2.611
C -8.136 1.782 -2.315
C -7.520 0.707 -1.703
H -7.261 -2.168 -3.636
H -7.979 -3.374 -2.549
H -6.310 -4.368 -4.186
H -5.856 -4.644 -2.488
H -2.965 -3.152 -4.486
H -4.334 -3.808 -5.438
H -4.529 -6.135 -5.637
H -4.054 -8.419 -4.845
H -2.777 -8.760 -2.760
H -1.938 -6.785 -1.492
H -2.407 -4.543 -2.286
H -6.998 -1.282 0.136
H -8.259 -2.394 -0.483
H -10.191 -1.340 -1.397
H -11.283 0.562 -2.512
H -9.964 2.577 -3.102
H -7.551 2.655 -2.573
H -6.469 0.751 -1.463
O -0.764 -5.513 0.217
C -0.868 -4.315 0.499
O -0.373 -3.337 -0.063
H -1.526 -4.084 1.427
C 3.405 0.252 -4.251
C 2.770 0.094 -2.968
N 2.264 -0.054 -1.956
H 2.724 0.758 -4.933
H 3.652 -0.736 -4.637
H 4.318 0.836 -4.146
C 1.236 -3.380 -3.105
N 2.023 -4.426 -2.491
C 1.265 -5.623 -2.181
C 2.186 -6.700 -1.632
C 2.915 -6.072 -0.456
N 3.699 -4.960 -0.944
C 4.694 -4.454 -0.032
C 3.163 -4.064 -1.849
O 3.772 -3.042 -2.146
H 1.028 -3.623 -4.152
H 1.787 -2.445 -3.044
H 0.298 -3.269 -2.558
H 0.779 -5.952 -3.109
H 0.481 -5.410 -1.437
H 2.901 -7.019 -2.397
H 1.602 -7.561 -1.304
H 3.604 -6.778 0.024
H 2.170 -5.748 0.284
H 5.557 -5.127 0.003
H 4.287 -4.346 0.979
H 5.008 -3.478 -0.393
```

Results of the Mulliken charge analysis, in e, for atoms 1 through 99: 1.59, -1.01, 0.96, -1.05, -0.77, -0.75, 1.37, -0.13, -1.36, 0.34, -0.78, 0.30, -0.49, 1.14, -1.58, 2.55, -1.84, -1.65, -2.51, 2.12, -1.74, -2.21, -1.67, -1.03, -0.68, -0.10, -0.73, 0.35, -0.83, 1.08, -0.97, 3.16, -2.65, -1.95, -1.64, 2.27, -1.79, -2.33, -1.64, 0.26, 0.14, 0.34, 0.25, 0.36, 0.19, 0.23, -0.13, 0.50, -0.12, 0.30, -0.40, 0.38, 0.47, 0.33, 0.44, 0.34, 0.23, 0.31, 0.48, 0.42, 0.46, 0.42, 0.36, 0.47, 0.29, 0.41, 0.38, 0.44, 0.30, 0.47, 0.35, 0.06, 0.26, 0.29, 0.59, 0.48, 0.41, 0.45, 0.37, 0.47, 0.31, 0.28, 0.17, 0.49, 0.35, 0.32, 0.47, 0.39, 0.46, 0.39, 0.31, 0.33, 0.48, -0.11, 0.00, 0.22, -0.73, -0.65, 0.18

No. 2
Entry from the OMol25 dataset: 17 unconnected molecules or ions with the total composition C62H102B2F2NO49S2 (ωB97M-V/def2-TZVPD).

Properties
Maximum force ... 2.657 eV/Å
Total charge ... -1

Structure (XYZ):
```
220
C62H102B2F2NO49S2 | the OMol25 dataset | ωB97M-V/def2-TZVPD
C 1.876 1.580 -1.223
C 1.272 0.206 -1.014
N 0.612 0.066 0.345
C 1.622 0.322 1.411
C -0.562 1.021 0.575
C -1.478 0.712 1.721
C 0.198 -1.398 0.480
C -0.635 -1.897 -0.699
O -1.744 -1.056 -0.879
C -2.534 -1.540 -1.951
H 2.795 1.714 -0.657
H 1.198 2.427 -1.143
H 2.193 1.538 -2.270
H 2.002 -0.595 -1.084
H 0.448 0.137 -1.722
H 1.167 0.097 2.374
H 1.847 1.386 1.420
H 2.490 -0.279 1.149
H -1.091 0.946 -0.375
H -0.141 2.026 0.553
H -2.055 -0.198 1.583
H -2.203 1.523 1.832
H -1.011 0.748 2.708
H -0.259 -1.393 1.471
H 1.105 -1.973 0.663
H -1.048 -2.852 -0.358
H 0.050 -1.981 -1.544
H -3.482 -1.003 -1.977
H -2.783 -2.596 -1.840
H -2.076 -1.286 -2.912
O -8.060 -0.792 7.094
C -7.073 -0.745 6.428
O -6.029 0.027 6.655
B -5.008 -0.181 5.645
O -5.551 -1.181 4.729
C -6.763 -1.555 5.133
O -7.439 -2.397 4.636
O -3.694 -0.592 6.254
C -2.725 0.112 5.727
O -1.532 -0.058 5.758
C -3.352 1.144 4.781
O -4.638 1.081 4.961
O -2.767 1.832 3.983
O 0.857 -0.496 -4.127
C 1.408 0.097 -5.007
O 0.970 0.349 -6.222
B 2.089 0.873 -7.050
O 3.103 1.280 -6.058
C 2.848 0.665 -4.921
O 3.609 0.552 -3.998
O 1.592 1.961 -7.909
C 2.094 1.838 -9.111
O 1.993 2.622 -10.011
C 2.779 0.450 -9.168
O 2.602 -0.150 -7.980
O 3.281 -0.040 -10.131
F -4.553 2.318 1.510
C -5.133 1.140 1.216
C -5.177 0.750 -0.124
C -5.847 -0.420 -0.439
C -6.277 -1.291 0.549
C -6.145 -0.915 1.870
C -5.458 0.260 2.222
H -4.868 1.451 -0.888
H -5.821 -0.704 -1.484
H -6.719 -2.240 0.275
H -6.434 -1.615 2.646
H -5.325 0.530 3.261
F 7.389 5.668 1.463
C 6.169 5.522 0.917
C 5.725 4.300 0.469
C 4.476 4.196 -0.164
C 3.710 5.329 -0.394
C 4.091 6.527 0.207
C 5.294 6.590 0.916
H 6.328 3.402 0.503
H 4.175 3.246 -0.577
H 2.751 5.199 -0.878
H 3.459 7.404 0.214
H 5.540 7.554 1.343
C -2.994 -3.480 4.248
S -1.992 -2.524 3.115
O -0.800 -3.394 2.738
C -3.243 -2.497 1.766
H -2.495 -3.409 5.222
H -2.907 -4.565 4.148
H -4.005 -3.086 4.306
H -3.604 -3.490 1.511
H -2.848 -1.910 0.938
H -4.104 -1.937 2.143
C -3.067 -6.734 -1.958
S -2.357 -5.486 -0.865
O -3.429 -4.469 -0.569
C -2.178 -6.624 0.576
H -4.070 -6.952 -1.576
H -2.594 -7.715 -1.927
H -3.191 -6.327 -2.961
H -1.841 -6.051 1.440
H -1.454 -7.388 0.305
H -3.186 -6.975 0.799
C 4.816 0.605 2.759
O 5.690 -0.177 1.963
C 5.704 0.185 0.681
O 4.874 0.832 0.100
O 6.719 -0.457 0.107
C 6.866 -0.323 -1.312
H 5.314 0.859 3.699
H 3.965 0.049 3.153
H 4.434 1.567 2.418
H 7.511 -1.133 -1.638
H 7.249 0.671 -1.531
H 5.904 -0.497 -1.796
C 1.202 -2.081 5.052
O 1.634 -1.098 5.978
C 2.919 -0.772 5.985
O 3.762 -1.109 5.208
O 3.073 0.062 7.015
C 4.331 0.621 7.338
H 1.507 -1.848 4.027
H 0.131 -1.917 4.966
H 1.435 -3.130 5.225
H 4.419 1.624 6.927
H 5.158 0.005 6.974
H 4.423 0.553 8.421
C 4.488 -4.409 1.115
O 4.542 -4.185 -0.283
C 3.640 -3.443 -0.908
O 2.689 -2.962 -0.333
O 3.988 -3.277 -2.156
C 3.091 -2.558 -2.979
H 3.689 -3.821 1.564
H 5.470 -4.137 1.496
H 4.305 -5.465 1.313
H 2.940 -1.521 -2.670
H 2.156 -3.094 -3.122
H 3.619 -2.395 -3.920
C -1.075 -3.827 -4.411
O -2.288 -3.335 -4.997
C -3.109 -4.258 -5.453
O -2.949 -5.453 -5.372
O -4.105 -3.652 -6.078
C -5.193 -4.423 -6.567
H -1.346 -4.389 -3.518
H -0.370 -3.027 -4.214
H -0.622 -4.574 -5.066
H -4.966 -5.485 -6.472
H -5.375 -4.216 -7.620
H -6.116 -4.226 -6.025
C 0.550 2.164 5.428
O 1.223 3.429 5.249
C 1.443 3.827 4.008
O 1.334 3.191 2.986
O 1.799 5.100 4.072
C 2.217 5.726 2.871
H 0.503 1.933 6.488
H 0.987 1.372 4.828
H -0.503 2.323 5.186
H 1.764 5.440 1.924
H 3.301 5.780 2.788
H 1.908 6.775 2.915
C -2.218 1.779 -4.803
O -1.762 2.353 -3.576
C -2.392 3.437 -3.107
O -3.217 4.085 -3.680
O -1.923 3.646 -1.881
C -2.113 4.921 -1.300
H -1.690 2.260 -5.623
H -3.301 1.796 -4.918
H -1.939 0.728 -4.752
H -2.995 5.451 -1.655
H -1.269 5.582 -1.515
H -2.145 4.800 -0.220
C -2.430 8.248 6.359
O -2.479 7.552 5.110
C -2.121 6.267 5.116
O -1.818 5.597 6.061
O -2.332 5.832 3.869
C -1.951 4.490 3.566
H -2.989 7.705 7.118
H -2.934 9.188 6.144
H -1.401 8.474 6.629
H -0.866 4.440 3.635
H -2.264 4.331 2.535
H -2.480 3.750 4.163
C -5.547 -3.333 -2.492
O -6.271 -2.829 -3.628
C -5.803 -1.778 -4.272
O -4.872 -1.119 -3.902
O -6.568 -1.573 -5.343
C -6.350 -0.397 -6.089
H -4.888 -4.148 -2.789
H -6.338 -3.715 -1.853
H -4.955 -2.537 -2.053
H -7.316 0.061 -6.299
H -5.972 -0.646 -7.086
H -5.645 0.301 -5.644
C 8.602 5.601 -0.732
O 7.798 4.440 -0.895
C 7.098 4.250 -2.002
O 7.011 4.994 -2.951
O 6.451 3.110 -1.883
C 5.694 2.565 -2.950
H 8.684 6.260 -1.594
H 9.548 5.252 -0.330
H 8.115 6.238 0.011
H 5.413 3.284 -3.726
H 4.707 2.263 -2.613
H 6.291 1.822 -3.474
C 1.726 -6.027 -3.629
O 1.591 -6.375 -2.259
C 1.022 -5.501 -1.436
O 0.636 -4.417 -1.782
O 1.085 -5.946 -0.190
C 0.776 -4.967 0.806
H 2.778 -6.177 -3.875
H 1.359 -5.028 -3.842
H 1.188 -6.766 -4.225
H 0.642 -5.468 1.761
H -0.208 -4.533 0.633
H 1.521 -4.175 0.808
```

Results of the Mulliken charge analysis, in e, for atoms 1 through 99: -0.89, 1.58, 1.06, -0.22, -0.47, -0.25, 0.01, 0.10, 0.79, 0.80, -0.45, 0.31, 0.06, -0.69, -0.17, 0.10, -0.17, 0.25, -0.01, 0.98, -0.48, 0.43, -0.11, -0.60, -0.26, -0.26, 0.27, -0.02, -0.78, -0.30, -0.60, 0.31, -0.62, 0.69, 0.59, 0.58, -0.59, -0.70, 0.24, -0.40, 0.91, -0.90, -0.28, -0.05, 0.22, -0.48, 1.12, -0.73, 0.35, -0.34, -0.48, 0.60, -0.61, 0.58, -0.52, -0.59, -0.27, -0.75, -0.76, -0.33, -0.17, -0.69, 0.21, 0.63, 0.63, 0.45, 0.15, 1.03, -0.43, 0.49, -0.39, 1.22, -1.25, -0.54, -0.98, 0.62, -0.22, 0.58, 0.47, 0.46, -1.06, 1.09, -0.48, -0.17, 0.40, 0.34, 0.21, 0.65, -0.87, 0.04, -1.16, 0.97, -0.53, -1.51, 0.46, 0.46, 0.05, 0.15, 0.46

Short version: electronic energy = -107575.700 -196234.921 eV, in the order given.